Record 1
# C56H43LaN8O4PS

A molecular structure, C56H43LaN8O4PS at a distorted geometry (wB97M-V/def2-TZVPD, the Open Molecules 2025 dataset).

Last column: Mulliken charge in e.
Element x y z (Å)
La (0.750, -1.741, 0.186)  1.429
C (-0.186, -2.555, 4.992)  -0.783
C (0.812, -1.903, 5.684)  -0.747
C (1.878, -1.363, 4.924)  -0.737
C (1.939, -1.440, 3.487)  0.347
N (0.950, -2.123, 2.841)  0.248
C (-0.010, -2.651, 3.607)  -0.412
C (3.095, -1.125, 2.658)  1.091
C (4.233, -0.540, 3.276)  -0.845
C (5.392, -0.439, 2.539)  -0.709
C (5.379, -0.702, 1.144)  -0.918
C (4.161, -1.214, 0.648)  0.588
N (2.977, -1.238, 1.322)  0.316
C (4.174, -1.965, -0.622)  0.689
C (5.366, -2.593, -1.128)  -1.009
C (5.249, -3.561, -2.064)  -0.443
C (4.083, -3.738, -2.770)  -0.702
C (2.989, -2.945, -2.375)  -0.197
N (2.984, -2.229, -1.258)  0.104
H (-1.117, -2.977, 5.418)  0.508
H (0.833, -1.696, 6.799)  0.326
H (2.617, -0.779, 5.443)  0.265
H (-0.692, -3.238, 3.007)  0.556
H (4.298, -0.471, 4.367)  0.242
H (6.334, -0.194, 2.955)  0.478
H (6.262, -0.552, 0.495)  0.542
H (6.300, -2.452, -0.688)  0.374
H (6.152, -4.095, -2.339)  0.385
H (4.005, -4.435, -3.630)  0.350
H (2.124, -2.995, -2.976)  0.542
O (-0.354, -3.824, 0.871)  -0.396
N (-0.854, -4.691, 0.046)  -0.754
N (-0.773, -4.289, -1.223)  1.314
O (-0.284, -3.073, -1.488)  -0.649
C (-1.147, -5.210, -2.164)  0.419
C (-1.815, -6.373, -1.655)  -0.372
C (-2.379, -7.235, -2.613)  -0.624
C (-2.134, -7.016, -3.975)  -0.485
C (-1.411, -5.890, -4.404)  -0.502
C (-0.895, -4.984, -3.517)  -0.402
H (-1.860, -6.479, -0.563)  0.426
H (-2.984, -8.097, -2.355)  0.359
H (-2.532, -7.708, -4.693)  0.390
H (-1.239, -5.778, -5.440)  0.420
H (-0.385, -4.052, -3.870)  0.310
C (-1.239, 3.404, 7.053)  -0.463
C (-0.068, 3.038, 6.331)  -0.493
C (-0.210, 2.424, 5.103)  -0.597
C (-1.445, 1.820, 4.689)  0.709
C (-2.594, 2.188, 5.392)  -0.691
C (-2.455, 2.920, 6.609)  -0.798
P (-1.695, 1.044, 3.029)  0.391
C (-3.201, 1.853, 2.387)  0.538
C (-3.179, 3.260, 2.313)  -0.796
C (-4.005, 3.922, 1.456)  -0.607
C (-4.912, 3.174, 0.634)  -0.630
C (-5.104, 1.881, 0.935)  -0.625
C (-4.248, 1.178, 1.777)  -0.169
C (-2.493, -0.552, 3.525)  1.091
C (-2.998, -0.802, 4.759)  -0.591
C (-3.780, -1.982, 4.885)  -1.086
C (-4.236, -2.676, 3.764)  -1.037
C (-3.643, -2.443, 2.517)  1.916
C (-3.951, -3.220, 1.380)  -1.430
C (-3.533, -2.851, 0.141)  -0.546
C (-2.497, -1.854, 0.125)  -0.111
C (-1.911, -1.279, 1.216)  -0.426
C (-2.677, -1.448, 2.430)  -0.508
H (-1.238, 4.113, 7.880)  0.382
H (0.903, 3.273, 6.747)  0.405
H (0.667, 2.328, 4.445)  0.394
H (-3.558, 1.898, 5.112)  0.696
H (-3.371, 2.972, 7.191)  0.335
H (-2.372, 3.820, 2.800)  0.323
H (-3.970, 4.968, 1.334)  0.458
H (-5.450, 3.628, -0.181)  0.415
H (-5.976, 1.374, 0.497)  0.374
H (-4.569, 0.148, 1.995)  0.177
H (-2.929, -0.157, 5.589)  0.688
H (-4.079, -2.306, 5.908)  0.286
H (-4.720, -3.629, 3.855)  0.349
H (-4.651, -4.046, 1.489)  0.309
H (-4.008, -3.221, -0.757)  0.497
H (-2.095, -1.453, -0.812)  0.203
C (3.549, 7.966, -3.814)  -1.288
C (3.833, 6.883, -4.825)  0.829
C (2.836, 6.041, -5.197)  -0.349
C (3.141, 4.934, -5.962)  -0.504
C (4.430, 4.693, -6.409)  0.340
C (5.520, 5.464, -5.945)  -0.774
C (5.184, 6.569, -5.190)  -0.412
S (4.837, 3.286, -7.472)  0.272
O (4.876, 2.205, -6.481)  -0.538
O (5.975, 3.706, -8.278)  -0.585
N (0.142, 1.866, -2.790)  -0.751
C (-1.094, 1.554, -3.272)  0.472
C (-1.858, 2.554, -4.059)  -0.801
C (-3.241, 2.374, -4.080)  -0.101
C (-3.819, 1.205, -3.524)  -0.764
C (-2.903, 0.164, -3.118)  -0.092
N (-1.564, 0.309, -3.129)  -0.303
H (4.425, 8.588, -3.611)  0.352
H (3.222, 7.557, -2.836)  0.256
H (2.732, 8.653, -4.153)  0.285
H (1.767, 6.243, -4.998)  0.276
H (2.396, 4.197, -6.283)  0.333
H (6.541, 5.256, -6.160)  0.391
H (5.991, 7.257, -4.782)  0.116
H (-1.316, 3.507, -4.250)  0.381
H (-3.901, 3.057, -4.650)  0.349
H (-4.938, 1.175, -3.440)  0.306
H (-3.286, -0.714, -2.655)  0.494
N (1.025, 0.280, -1.169)  -0.548
C (0.702, 1.111, -1.909)  0.693

Cartesian forces, eV/Å:
-2.3 1.1 -0.1
-0.1 -0.2 -0.2
0.8 1.1 0.4
-0.2 0.3 -1.3
-1.8 -1.7 2.1
0.7 0.4 1.6
-0.6 -0.5 -1.0
0.4 3.0 0.4
0.2 -1.8 0.1
-0.4 0.3 -2.0
-1.1 -0.3 0.9
0.5 0.5 -0.4
2.5 -1.2 1.2
0.1 -1.4 -2.3
-2.7 1.3 1.7
0.7 -0.7 -1.6
-0.9 0.3 -0.4
1.5 -1.3 0.1
1.3 0.9 0.8
0.9 0.3 -0.2
-0.3 -0.5 -1.6
0.2 0.0 0.1
-0.4 0.1 0.2
-0.2 0.1 -0.6
0.6 0.5 0.7
-0.7 -0.4 0.6
1.2 0.4 0.8
-0.1 -0.1 0.0
0.0 0.7 0.8
-1.3 0.1 -0.2
-0.6 -1.9 -1.3
1.2 2.3 -0.7
1.0 1.8 4.4
0.0 -1.9 -0.8
-1.0 -1.9 -0.7
-0.1 0.4 -1.5
0.8 0.5 0.1
0.2 0.9 0.5
-0.5 -1.6 0.3
0.1 1.3 0.5
-0.4 -0.2 -0.9
0.2 0.1 0.3
-0.1 -0.1 -0.3
0.1 0.2 -1.0
-0.5 -1.0 0.6
0.3 -0.6 -0.5
-1.2 0.9 0.5
-0.2 -1.7 -0.5
-0.6 2.2 -0.4
2.6 0.7 2.3
-0.7 -0.8 -1.1
0.8 -0.8 0.3
0.1 0.3 0.3
1.0 -0.3 -0.2
-1.3 -1.3 -1.6
1.0 2.3 1.0
-0.9 -1.7 -0.3
-0.9 -0.3 0.5
0.9 0.8 -0.5
-1.0 -1.7 -0.8
-1.1 -0.5 0.4
1.7 -0.3 1.7
0.1 -0.2 0.0
-1.2 -0.6 -0.2
0.7 1.4 0.5
-0.2 0.1 -1.3
0.1 0.6 0.7
1.1 0.5 -0.6
0.4 -0.6 0.2
0.1 0.4 -0.3
-0.3 -0.3 0.4
-1.3 -0.5 -0.6
0.1 0.7 0.1
-0.4 -0.2 0.1
0.3 1.1 -0.1
-0.3 0.3 0.1
0.6 0.0 0.0
0.9 0.4 -0.2
0.4 0.5 0.7
0.0 0.3 -0.9
-0.8 -0.1 0.3
-0.1 0.1 0.1
0.3 -0.3 -0.1
-0.3 -0.8 -0.3
-0.6 0.8 0.1
2.0 0.4 0.9
-1.5 -0.5 -0.7
0.4 -1.1 -1.3
1.9 0.2 1.0
-2.2 0.8 0.2
0.1 1.4 1.3
-5.2 -0.2 -2.1
1.6 -1.1 1.4
2.7 0.5 0.3
1.3 0.4 0.9
-0.7 0.7 -1.9
0.7 -0.5 2.4
0.4 -0.4 -0.8
0.8 -0.7 0.2
-1.1 2.8 -0.7
-1.1 0.2 1.2
0.0 -0.1 -0.1
0.2 0.0 -0.5
0.6 -0.5 0.2
0.7 0.0 0.3
0.0 0.4 0.1
0.5 -0.3 -0.5
-1.0 -0.9 -0.5
-0.7 -0.9 -0.2
0.5 -0.1 0.7
1.4 -0.5 -0.1
-0.2 -0.9 -0.1
1.5 -1.0 1.9
-2.9 1.0 -3.2

Computed properties:
HOMO level in eV: -2.471
Net charge: -1

=====

Record 2
# C42H73FI2NO9

9 unconnected molecules or ions with the total composition C42H73FI2NO9 at a distorted geometry (wB97M-V/def2-TZVPD, the Open Molecules 2025 dataset).

Last column: Mulliken charge in e.
Element x y z (Å)
C (5.900, -1.487, 0.029)  -1.386
C (4.770, -0.514, -0.215)  0.577
C (4.819, 0.753, 0.372)  -0.697
C (3.785, 1.654, 0.130)  -0.973
C (2.697, 1.293, -0.663)  -0.121
C (2.622, 0.026, -1.238)  0.282
C (1.492, -0.440, -2.140)  -1.758
C (0.161, 0.263, -1.911)  1.870
C (-0.245, 0.193, -0.456)  -1.978
N (-1.592, 0.805, -0.212)  0.345
C (-1.695, 2.233, -0.656)  -1.071
C (-0.768, 3.195, 0.091)  -0.656
C (-0.091, 4.183, -0.838)  -0.442
F (-0.939, 4.552, -1.867)  -0.345
C (-2.690, -0.006, -0.866)  -0.067
C (-3.505, -0.744, 0.188)  -0.199
C (-4.941, -1.036, -0.204)  -0.140
O (-5.465, -2.013, 0.158)  -0.410
I (-6.041, 0.343, -1.427)  0.047
C (-2.114, -0.950, -1.917)  -1.325
C (-1.048, -0.255, -2.766)  -1.306
I (-0.557, -1.608, -4.358)  0.163
C (3.676, -0.865, -1.006)  -0.638
H (6.703, -0.953, 0.521)  0.309
H (5.552, -2.256, 0.716)  0.351
H (6.245, -1.912, -0.906)  0.366
H (5.649, 1.029, 0.998)  0.408
H (3.819, 2.639, 0.574)  0.440
H (1.915, 2.024, -0.827)  0.383
H (1.794, -0.223, -3.161)  0.660
H (1.395, -1.516, -2.027)  0.622
H (0.301, 1.302, -2.204)  0.040
H (0.448, 0.709, 0.197)  0.934
H (-0.240, -0.839, -0.116)  0.342
H (-1.706, 0.825, 0.800)  0.493
H (-2.719, 2.534, -0.461)  0.841
H (-1.577, 2.319, -1.728)  0.413
H (-1.378, 3.786, 0.769)  0.273
H (-0.016, 2.714, 0.713)  0.495
H (0.149, 5.087, -0.286)  0.279
H (0.838, 3.803, -1.260)  0.259
H (-3.351, 0.672, -1.398)  0.256
H (-3.051, -1.713, 0.386)  0.345
H (-3.543, -0.225, 1.147)  0.412
H (-2.916, -1.319, -2.549)  0.597
H (-1.690, -1.822, -1.419)  0.576
H (-1.526, 0.594, -3.244)  0.638
H (3.645, -1.844, -1.466)  0.453
C (10.059, 2.164, -0.731)  -1.153
C (9.007, 1.687, 0.231)  0.866
O (8.226, 0.806, -0.063)  -0.483
C (8.965, 2.351, 1.586)  -1.193
H (9.983, 1.607, -1.659)  0.196
H (9.919, 3.227, -0.939)  0.428
H (11.050, 2.004, -0.310)  0.351
H (8.784, 3.421, 1.472)  0.337
H (9.915, 2.205, 2.102)  0.349
H (8.167, 1.916, 2.184)  0.298
C (-4.543, -6.430, -2.518)  -1.025
C (-3.672, -5.476, -1.748)  0.778
O (-2.511, -5.277, -2.038)  -0.594
C (-4.308, -4.758, -0.582)  -0.868
H (-3.966, -6.873, -3.326)  0.317
H (-4.907, -7.222, -1.865)  0.309
H (-5.399, -5.903, -2.938)  0.309
H (-4.660, -5.473, 0.162)  0.429
H (-5.149, -4.161, -0.929)  0.273
H (-3.569, -4.104, -0.121)  0.104
C (-1.363, 6.762, 2.222)  -1.036
C (-1.340, 5.908, 3.462)  0.857
O (-0.403, 5.177, 3.706)  -0.617
C (-2.531, 6.005, 4.380)  -1.291
H (-0.444, 6.599, 1.659)  0.264
H (-2.219, 6.491, 1.601)  0.397
H (-1.431, 7.816, 2.492)  0.399
H (-3.439, 5.717, 3.847)  0.343
H (-2.645, 7.030, 4.736)  0.323
H (-2.390, 5.343, 5.231)  0.370
C (-7.304, -10.455, -2.742)  -1.018
C (-7.590, -9.061, -3.233)  0.815
O (-7.048, -8.087, -2.754)  -0.510
C (-8.590, -8.925, -4.356)  -1.146
H (-6.575, -10.418, -1.938)  0.228
H (-8.214, -10.916, -2.368)  0.318
H (-6.904, -11.060, -3.558)  0.357
H (-9.556, -9.325, -4.046)  0.337
H (-8.242, -9.473, -5.233)  0.329
H (-8.707, -7.875, -4.616)  0.300
C (1.817, 7.038, 5.058)  -0.802
C (2.546, 8.283, 4.614)  0.822
O (2.527, 8.644, 3.459)  -0.564
C (3.295, 9.057, 5.672)  -1.114
H (1.329, 6.584, 4.204)  0.022
H (2.520, 6.321, 5.486)  0.363
H (1.064, 7.291, 5.807)  0.327
H (4.061, 8.426, 6.124)  0.316
H (2.606, 9.392, 6.449)  0.313
H (3.770, 9.924, 5.220)  0.310
C (10.991, -1.825, -1.904)  -0.938
C (12.101, -0.886, -2.310)  0.805
O (12.201, 0.218, -1.826)  -0.507
C (13.076, -1.386, -3.348)  -1.146
H (10.361, -1.345, -1.157)  0.145
H (10.381, -2.080, -2.772)  0.315
H (11.411, -2.740, -1.483)  0.359
H (12.548, -1.623, -4.273)  0.325
H (13.580, -2.283, -2.985)  0.331
H (13.818, -0.617, -3.549)  0.309
C (-8.387, -14.345, 0.682)  -1.083
C (-7.764, -12.983, 0.499)  0.742
O (-7.682, -12.465, -0.592)  -0.478
C (-7.248, -12.296, 1.740)  -1.062
H (-8.714, -14.727, -0.282)  0.288
H (-7.657, -15.035, 1.110)  0.324
H (-9.246, -14.277, 1.350)  0.328
H (-6.474, -12.904, 2.209)  0.335
H (-8.063, -12.146, 2.449)  0.324
H (-6.828, -11.330, 1.471)  0.260
C (-4.417, 11.508, 2.094)  -1.135
C (-3.667, 10.260, 1.700)  0.851
O (-3.920, 9.186, 2.199)  -0.533
C (-2.588, 10.414, 0.656)  -1.005
H (-5.161, 11.263, 2.848)  0.301
H (-3.725, 12.247, 2.502)  0.331
H (-4.918, 11.933, 1.223)  0.337
H (-1.824, 11.109, 1.007)  0.324
H (-3.017, 10.796, -0.271)  0.380
H (-2.127, 9.448, 0.462)  0.173

Cartesian forces, eV/Å:
-0.6 0.5 0.3
0.2 0.0 0.0
-0.8 0.0 -0.5
0.1 -0.3 0.0
0.2 0.0 0.0
0.3 -0.3 0.2
0.3 0.5 0.4
-0.6 -0.1 -0.5
0.5 0.1 0.3
0.1 0.1 -0.5
0.0 0.6 0.4
-0.4 0.3 0.0
0.6 0.3 0.3
-0.2 -0.1 -0.2
-0.4 -0.4 0.0
0.4 0.2 -0.3
0.5 0.3 -0.2
-0.9 -1.0 0.5
0.0 0.2 -0.1
0.6 0.0 0.4
0.0 -0.2 0.2
0.0 0.2 -0.1
-0.1 0.6 0.2
0.3 0.0 -0.1
0.1 -0.3 -0.2
0.1 -0.2 0.0
0.2 0.0 0.0
0.0 0.1 0.0
0.0 0.0 -0.1
-0.1 -0.2 -0.2
-0.1 -0.2 -0.1
0.1 0.2 0.1
0.2 0.1 -0.1
-0.4 -0.1 0.1
-0.3 -0.2 0.0
-0.2 -0.2 0.0
0.2 -0.4 -0.2
-0.1 -0.1 0.2
0.1 -0.1 0.0
0.1 0.1 0.1
-0.1 -0.1 -0.3
0.1 0.5 0.2
-0.1 -0.2 0.1
-0.1 0.3 0.0
-0.2 0.0 0.0
0.0 -0.2 -0.1
0.1 0.0 -0.3
0.0 -0.1 0.0
-0.2 -0.1 -0.1
0.0 0.0 -0.1
0.0 0.0 0.1
-0.2 -0.2 0.0
0.0 0.0 0.0
0.1 0.0 0.1
0.0 0.1 0.0
0.1 0.0 0.0
0.0 0.1 0.0
0.0 0.0 0.0
0.4 0.1 -0.1
0.1 0.0 -0.1
0.0 0.1 0.0
0.2 0.0 -0.1
0.0 0.0 0.0
-0.2 0.1 0.0
-0.1 -0.1 0.1
-0.1 0.0 0.0
-0.1 -0.1 0.1
0.0 0.0 0.0
0.3 -0.2 -0.1
0.0 0.0 0.0
-0.2 -0.2 -0.1
0.2 -0.2 0.2
0.0 0.0 0.0
-0.1 0.2 0.1
-0.2 0.0 -0.1
0.0 0.2 0.0
-0.1 0.0 -0.1
0.0 0.0 0.0
0.2 0.4 0.0
0.0 0.0 0.0
-0.1 -0.1 0.0
0.1 0.3 0.0
0.0 0.0 0.0
0.0 -0.1 -0.1
-0.1 -0.1 0.0
0.0 -0.1 -0.1
-0.1 -0.1 0.0
0.0 0.0 0.0
0.1 0.1 -0.2
0.0 0.0 0.0
0.0 0.0 0.0
0.0 0.1 -0.2
0.0 -0.1 0.0
0.0 0.0 0.1
0.1 -0.1 0.1
-0.1 0.0 0.1
0.0 -0.1 0.1
0.0 0.0 0.0
0.0 0.2 0.1
0.0 0.0 0.0
0.1 -0.1 0.0
0.1 0.2 0.0
0.0 0.0 0.0
0.1 -0.1 0.0
0.0 -0.1 -0.1
0.0 -0.1 0.0
-0.1 -0.1 -0.1
0.0 0.0 0.0
0.0 0.0 -0.2
0.0 0.0 0.0
0.0 -0.1 0.2
0.1 0.2 -0.2
0.0 0.0 0.0
-0.1 0.0 0.1
0.1 -0.1 0.1
-0.1 0.0 0.1
0.0 -0.1 0.1
0.0 0.0 0.0
-0.1 -0.2 0.1
0.0 0.0 0.0
0.1 0.0 0.0
0.0 -0.2 0.1
0.0 0.0 0.0
0.0 0.1 -0.1
0.1 0.1 0.0
0.0 0.1 -0.1
0.0 0.1 0.0
0.0 0.0 0.0

Computed properties:
HOMO level in eV: -10.679
Net charge: +1

=====

Record 3
# C6H10N2O

A single C6H10N2O molecule at a distorted geometry (wB97M-V/def2-TZVPD, the Open Molecules 2025 dataset).

Last column: natural (NBO) charge in e.
Element x y z (Å)
N (1.808, 1.228, -1.053)  -0.851
C (2.147, 0.530, 0.083)  -0.022
C (1.951, -0.964, 0.184)  -0.429
C (1.062, -0.248, 1.053)  -0.321
C (-0.272, -0.064, 0.561)  -0.137
C (-0.952, -0.810, -0.330)  -0.288
C (-2.421, -0.686, -0.697)  0.018
N (-3.381, 0.001, -0.289)  -0.139
O (-3.140, 1.041, 0.665)  -0.587
H (0.651, 1.038, -1.311)  0.390
H (2.070, 2.462, -1.008)  0.373
H (3.184, 0.698, 0.515)  0.214
H (1.389, -1.495, -0.646)  0.208
H (2.859, -1.495, 0.570)  0.222
H (1.344, -0.097, 2.054)  0.239
H (-0.938, 0.646, 1.000)  0.233
H (-0.504, -1.539, -0.882)  0.192
H (-2.794, -1.521, -1.374)  0.202
H (-4.062, 1.275, 0.906)  0.484

Cartesian forces, eV/Å:
-2.9 4.5 -2.6
1.2 -2.3 2.0
1.4 -2.1 -2.4
1.2 2.3 -0.7
-2.4 -0.6 0.4
-1.8 2.3 0.6
1.9 -1.9 -0.2
-1.7 1.4 0.8
-0.3 -0.8 -0.5
4.3 1.1 1.0
-1.6 -5.1 0.2
-1.7 0.6 -0.3
1.3 0.6 0.9
-1.2 0.2 -0.3
-0.4 0.0 1.3
0.2 0.8 0.7
1.2 -2.1 -1.3
0.6 1.3 0.7
0.9 -0.2 -0.3

Computed properties:
HOMO level in eV: -7.846
SMILES string: N[C@@H]1C[C@@H]1/C=C/C=N\O

=====

no.,frontier orbital gap (Ha),E_LUMO (eV),total energy (eV)
1,0.0864,-0.1,-99859.7791
2,0.2993,-2.5,-83568.3102
3,0.3109,0.6,-11406.0991